No. 1
{
  "formula": "C19H22ClN3O3",
  "method": "ωB97M-V with the def2-TZVPD basis set",
  "relative_energy_ev": 17.870,
  "molar_mass_g_mol": 375.86,
  "spin_multiplicity": 1,
  "orbital_gap_ev": 8.8,
  "max_force_ev_per_a": 18.58,
  "total_charge": 0,
  "e_tot_ev": -43178.746,
  "symbols": ["C", "H", "H", "H", "C", "C", "N", "O", "C", "C", "H", "C", "N", "C", "O", "C", "C", "N", "C", "O", "C", "C", "H", "H", "H", "H", "C", "C", "C", "C", "C", "C", "C", "H", "H", "Cl", "H", "H", "H", "H", "H", "H", "H", "H", "H", "H", "H", "H"],
  "coordinates": [[-3.8927, -3.7609, 1.3673], [-4.0990, -4.6283, 2.1242], [-4.8297, -3.5795, 1.0337], [-3.3003, -2.9903, 1.7817], [-2.8379, -4.5130, 0.0819], [-2.6788, -3.3358, -0.8971], [-3.5275, -3.1122, -1.9654], [-2.8847, -2.3590, -2.6020], [-1.7782, -1.8105, -2.0234], [-1.6514, -2.4884, -0.9364], [-0.8083, -2.2769, 0.0093], [-1.0658, -0.6407, -2.6272], [-0.2170, -0.0505, -2.0277], [0.8874, 0.4558, -2.1634], [1.4296, 0.2424, -3.4056], [1.6675, 1.2854, -1.1630], [1.0724, 2.5695, -1.0526], [1.7315, 3.1868, 0.2348], [3.0974, 2.9006, 0.4695], [3.6637, 3.3947, 1.4395], [3.8728, 2.5906, -0.9359], [3.1644, 1.4787, -1.3600], [3.2854, 1.2878, -2.4361], [3.6654, 0.6157, -0.9801], [3.7857, 3.2443, -1.4935], [4.7986, 2.4608, -0.7503], [0.9647, 3.2328, 1.3068], [0.5057, 1.8015, 2.0899], [-0.7972, 1.5334, 1.6218], [-1.2045, 0.1159, 1.8961], [-0.1713, -0.8074, 2.6221], [1.1914, -0.3669, 2.7935], [1.3874, 0.9856, 2.5654], [2.4522, 1.3645, 2.6210], [1.8084, -0.9424, 3.2175], [-0.6886, -2.4178, 3.0616], [-2.0136, -0.4028, 1.7080], [-1.6956, 2.2389, 1.2365], [0.1177, 3.9089, 1.3379], [1.6207, 3.8215, 2.3839], [-0.1164, 2.5657, -0.8027], [1.2389, 3.4403, -1.6723], [1.6284, 0.6622, -0.2546], [-0.5554, 0.2120, -1.0162], [-0.5073, -0.9625, -3.5253], [-2.0724, -0.0680, -3.1725], [-3.5441, -5.2860, -0.2722], [-2.0996, -4.7968, 0.5315]],
  "mulliken_charge": [-0.93, 0.28, 0.45, 0.17, -1.30, 0.29, -0.59, -0.13, -0.25, 0.94, 0.16, -0.74, 0.36, -0.08, -0.80, 1.86, -0.83, 0.27, 0.77, -0.60, -2.28, -0.72, 0.40, 0.39, 0.88, 0.61, -1.32, 0.58, -0.77, -0.74, 0.22, -1.24, 0.12, 0.42, 0.83, -0.15, 0.79, 0.22, 0.56, 0.31, 0.33, 0.16, -0.17, -0.27, 0.47, 0.18, 0.31, 0.63]
}

---

No. 2
{
  "formula": "C19H18N2O3",
  "method": "ωB97M-V with the def2-TZVPD basis set",
  "relative_energy_ev": 0.006,
  "molar_mass_g_mol": 322.36,
  "smiles": "Cc1ccc(NC(=O)CCN2C(=O)c3ccccc3C2=O)cc1C",
  "spin_multiplicity": 1,
  "orbital_gap_ev": 8.0,
  "max_force_ev_per_a": 0.76,
  "total_charge": 0,
  "e_tot_ev": -29119.972,
  "symbols": ["C", "C", "C", "C", "C", "N", "C", "O", "C", "C", "N", "C", "O", "C", "C", "C", "C", "C", "C", "C", "O", "C", "C", "C", "H", "H", "H", "H", "H", "H", "H", "H", "H", "H", "H", "H", "H", "H", "H", "H", "H", "H"],
  "coordinates": [[3.5561, -3.9392, -0.4939], [2.2343, -3.2505, -0.6464], [1.0512, -3.9622, -0.5063], [-0.1774, -3.3466, -0.6398], [-0.2442, -1.9872, -0.9245], [-1.5147, -1.4048, -1.0400], [-1.8346, -0.1100, -1.2714], [-1.0437, 0.7704, -1.5423], [-3.3209, 0.1915, -1.0943], [-3.5689, 0.5091, 0.3915], [-2.5682, 1.4342, 0.8674], [-2.5955, 2.7982, 0.6025], [-3.5351, 3.3876, 0.1347], [-1.2707, 3.3047, 1.0336], [-0.7443, 4.5789, 1.0110], [0.5648, 4.7451, 1.4531], [1.3139, 3.6674, 1.8991], [0.7813, 2.3821, 1.9250], [-0.5166, 2.2196, 1.4896], [-1.3474, 1.0016, 1.3722], [-1.0953, -0.1420, 1.6588], [0.9339, -1.2665, -1.0694], [2.1674, -1.8834, -0.9291], [3.4195, -1.0749, -1.0814], [4.1288, -3.4954, 0.3201], [4.1474, -3.8429, -1.4042], [3.4172, -4.9964, -0.2820], [1.0906, -5.0193, -0.2846], [-1.0860, -3.9200, -0.5181], [-2.2721, -2.0310, -0.8034], [-3.5571, 1.0754, -1.6882], [-3.9509, -0.6392, -1.4113], [-4.5532, 0.9637, 0.5245], [-3.4869, -0.3944, 1.0021], [-1.3299, 5.4122, 0.6554], [1.0068, 5.7303, 1.4424], [2.3299, 3.8276, 2.2283], [1.3585, 1.5364, 2.2648], [0.8839, -0.2128, -1.2873], [4.0137, -1.1136, -0.1687], [4.0335, -1.4670, -1.8918], [3.1807, -0.0371, -1.2974]],
  "mulliken_charge": [-1.42, 1.06, -1.14, -0.84, 0.58, 0.05, 0.41, -0.63, -0.87, -0.81, 0.25, 0.32, -0.65, 0.13, -0.51, -0.46, -0.54, -0.50, 0.55, 0.23, -0.61, -0.44, 0.71, -1.80, 0.32, 0.32, 0.37, 0.32, 0.37, 0.20, 0.37, 0.40, 0.38, 0.43, 0.49, 0.40, 0.40, 0.53, 0.54, 0.36, 0.34, 0.37]
}

---

No. 3
{
  "formula": "C2H3NO2",
  "method": "ωB97M-V with the def2-TZVPD basis set",
  "relative_energy_ev": 2.546,
  "molar_mass_g_mol": 73.05,
  "smiles": "C=NOC=O",
  "spin_multiplicity": 1,
  "orbital_gap_ev": 11.7,
  "max_force_ev_per_a": 2.69,
  "total_charge": 0,
  "e_tot_ev": -7705.297,
  "symbols": ["C", "N", "O", "C", "O", "H", "H", "H"],
  "coordinates": [[1.6316, -0.3299, -0.1360], [0.6415, 0.4194, 0.1551], [-0.4861, -0.2977, 0.6131], [-1.6315, 0.3032, 0.0766], [-2.5767, -0.3675, -0.1496], [1.4523, -1.4058, -0.0808], [2.4410, 0.2928, -0.4338], [-1.4722, 1.3855, -0.0448]],
  "mulliken_charge": [-0.29, -0.40, -0.13, 0.25, -0.42, 0.32, 0.30, 0.37]
}

---

No. 4
{
  "formula": "C72H55BiN6O6S3",
  "method": "ωB97M-V with the def2-TZVPD basis set",
  "relative_energy_ev": 0.399,
  "molar_mass_g_mol": 1405.45,
  "spin_multiplicity": 1,
  "orbital_gap_ev": 6.7,
  "max_force_ev_per_a": 0.68,
  "total_charge": 0,
  "e_tot_ev": -135130.919,
  "symbols": ["Bi", "N", "C", "C", "C", "C", "C", "C", "C", "C", "C", "C", "C", "C", "N", "C", "C", "C", "C", "N", "H", "H", "H", "H", "H", "H", "H", "H", "H", "H", "C", "C", "C", "C", "C", "C", "C", "C", "S", "C", "N", "C", "C", "C", "C", "C", "C", "C", "C", "H", "H", "H", "H", "H", "H", "H", "H", "H", "H", "H", "H", "H", "H", "H", "H", "O", "C", "O", "C", "C", "N", "N", "C", "C", "O", "O", "H", "H", "H", "C", "C", "C", "C", "C", "C", "C", "S", "O", "C", "C", "C", "C", "C", "C", "C", "C", "C", "C", "C", "C", "C", "C", "C", "C", "C", "C", "C", "C", "S", "O", "C", "C", "C", "C", "C", "C", "C", "H", "H", "H", "H", "H", "H", "H", "H", "H", "H", "H", "H", "H", "H", "H", "H", "H", "H", "H", "H", "H", "H", "H", "H", "H", "H"],
  "coordinates": [[1.3269, -0.3094, -0.7993], [2.1838, 2.7863, -10.9407], [2.1569, 2.4389, -9.8453], [2.0859, 2.0103, -8.4818], [3.2081, 1.4977, -7.8374], [3.1221, 1.0881, -6.5170], [1.9197, 1.1840, -5.8296], [0.7967, 1.6963, -6.4805], [0.8732, 2.1087, -7.7960], [1.7631, 0.7439, -4.4133], [1.5455, -0.6027, -4.2100], [1.5597, -1.5943, -5.2392], [1.1026, -2.7544, -4.6924], [0.8086, -2.4524, -3.3339], [1.0936, -1.1940, -3.0227], [1.6220, 1.7642, -3.4557], [1.4466, 3.1417, -3.7273], [1.0452, 3.7393, -2.5472], [1.0196, 2.7290, -1.5798], [1.3999, 1.5568, -2.1073], [4.1425, 1.4178, -8.3762], [3.9958, 0.6917, -6.0156], [-0.1387, 1.7638, -5.9405], [0.0031, 2.5046, -8.3016], [1.8658, -1.4314, -6.2597], [0.9633, -3.7202, -5.1488], [-0.0010, -2.9648, -1.6610], [1.5702, 3.6154, -4.6871], [0.7843, 4.7738, -2.3915], [0.7239, 2.7862, -0.5447], [2.1654, 5.3343, 1.1284], [3.5639, 5.6214, 0.5766], [4.4427, 6.1438, 1.7233], [3.4390, 6.6865, -0.5244], [4.2136, 4.3752, -0.0177], [5.4932, 4.4774, -0.5920], [6.1534, 3.3830, -1.1109], [5.4996, 2.1586, -1.0879], [6.0802, 0.6039, -1.5950], [4.5659, -0.0949, -1.0959], [3.6972, 0.7487, -0.6321], [4.2031, 2.0352, -0.5720], [3.5839, 3.1460, -0.0010], [4.3174, -1.5286, -1.1004], [5.3600, -2.4561, -1.1412], [5.0922, -3.7969, -0.9338], [3.7926, -4.2008, -0.6594], [2.7568, -3.2713, -0.6463], [2.9919, -1.9219, -0.9059], [1.7666, 6.2377, 1.5920], [2.1816, 4.5493, 1.8869], [1.4868, 5.0328, 0.3275], [3.9957, 7.0348, 2.1686], [5.4445, 6.4012, 1.3791], [4.5345, 5.3833, 2.5008], [2.9221, 7.5684, -0.1410], [2.8694, 6.2891, -1.3669], [4.4137, 7.0022, -0.8973], [5.9963, 5.4349, -0.6145], [7.1560, 3.4717, -1.5079], [2.6262, 3.0042, 0.4747], [6.3785, -2.1265, -1.3111], [5.8945, -4.5224, -0.9548], [3.5792, -5.2437, -0.4577], [1.7588, -3.6219, -0.4166], [1.8336, 1.1321, 5.5266], [2.3251, -0.0718, 5.3514], [2.6555, -0.7897, 6.2695], [2.4535, -0.5532, 3.9476], [3.0017, -1.7750, 3.6223], [2.9128, -1.9022, 2.2898], [2.3293, -0.8468, 1.7205], [2.0511, -0.0040, 2.7013], [1.3882, 1.3055, 2.3673], [1.2499, 2.1422, 3.2855], [1.0114, 1.4638, 1.1783], [1.6058, 1.5817, 4.6444], [3.4326, -2.5235, 4.2651], [3.1822, -2.6790, 1.7035], [-8.2885, 3.2285, -0.2172], [-6.8984, 2.6542, -0.1963], [-6.6328, 1.3952, -0.7255], [-5.3472, 0.8751, -0.7184], [-4.3234, 1.6138, -0.1583], [-4.5579, 2.8813, 0.3558], [-5.8433, 3.3939, 0.3368], [-2.6336, 0.9716, -0.1321], [-2.5835, -0.1356, -1.1236], [-2.7140, 0.2758, 1.5485], [-2.3709, 1.1971, 2.5604], [-2.2713, 0.7954, 3.8581], [-2.4999, -0.5565, 4.2083], [-2.3509, -1.0113, 5.5393], [-2.5222, -2.3301, 5.8506], [-2.8563, -3.2573, 4.8441], [-3.0374, -2.8446, 3.5542], [-2.8626, -1.4845, 3.1982], [-2.9736, -1.0392, 1.8449], [-3.3439, -2.0384, 0.8091], [-4.7158, -2.2544, 0.5062], [-5.7432, -1.5245, 1.1539], [-7.0550, -1.7445, 0.8457], [-7.4069, -2.6995, -0.1298], [-6.4384, -3.4131, -0.7758], [-5.0697, -3.2150, -0.4755], [-4.0529, -3.9486, -1.1229], [-2.7410, -3.7567, -0.7998], [-2.3883, -2.8110, 0.1829], [-0.6523, -2.6022, 0.5966], [0.2808, -3.3529, -2.5104], [-0.4728, -3.7305, 1.9658], [0.0383, -3.2098, 3.1451], [0.2782, -4.0507, 4.2205], [0.0100, -5.4122, 4.1298], [0.2938, -6.3351, 5.2831], [-0.5226, -5.9131, 2.9415], [-0.7607, -5.0843, 1.8578], [-9.0263, 2.4631, -0.4528], [-8.3636, 4.0156, -0.9702], [-8.5395, 3.6712, 0.7469], [-7.4417, 0.8121, -1.1497], [-5.1278, -0.0944, -1.1482], [-3.7394, 3.4607, 0.7682], [-6.0354, 4.3832, 0.7351], [-2.1590, 2.2230, 2.2838], [-1.9870, 1.4998, 4.6304], [-2.0816, -0.2926, 6.3039], [-2.4030, -2.6707, 6.8711], [-2.9632, -4.3049, 5.0954], [-3.2920, -3.5645, 2.7872], [-5.4703, -0.7874, 1.8987], [-7.8318, -1.1823, 1.3478], [-8.4513, -2.8644, -0.3614], [-6.7023, -4.1448, -1.5301], [-4.3314, -4.6832, -1.8689], [-1.9630, -4.3278, -1.2888], [0.2300, -2.1456, 3.2214], [0.6736, -3.6380, 5.1416], [0.5485, -5.7744, 6.1807], [1.1297, -6.9966, 5.0470], [-0.5728, -6.9625, 5.4950], [-0.7407, -6.9722, 2.8634], [-1.1660, -5.4834, 0.9364]],
  "mulliken_charge": [4.15, -0.53, -0.11, 0.57, -0.85, 0.03, -0.83, 0.07, -0.94, 1.33, -0.19, -0.92, -1.70, 0.21, 0.16, -0.52, -0.53, -1.90, -0.36, 0.67, 0.46, 0.54, 0.55, 0.45, 0.56, 0.52, 0.04, 0.65, 0.63, 0.72, -1.70, 1.93, -1.78, -1.71, -0.16, 0.02, -1.37, 0.98, -0.47, 0.14, 0.56, -1.41, 0.88, 0.88, -0.81, -1.04, -0.58, -0.45, 0.43, 0.52, 0.37, 0.15, 0.44, 0.34, 0.38, 0.46, 0.29, 0.34, 0.47, 0.39, -0.47, 0.42, 0.39, 0.51, -0.02, -0.62, 0.30, -0.67, 0.66, -0.89, -0.05, 0.74, -1.00, 0.86, -0.95, -0.06, 0.38, 0.52, -0.10, -1.55, 0.98, -0.85, -0.39, 0.06, -0.32, -0.90, 0.74, -0.73, 1.93, -0.81, -1.16, 0.79, -0.84, -0.85, -0.76, -0.88, 0.58, -1.06, -0.70, 0.80, -0.91, -0.80, -0.71, -1.17, 1.27, -1.13, -0.71, 0.78, 0.70, -0.44, -0.22, -0.07, -1.02, 1.12, -1.76, -1.03, -0.67, 0.34, 0.32, 0.37, 0.36, 0.61, 0.43, 0.40, 0.21, 0.34, 0.46, 0.41, 0.52, 0.56, 0.55, 0.46, 0.42, 0.47, 0.41, 0.53, 0.54, 0.53, 0.38, 0.35, 0.39, 0.41, 0.54]
}